ORCA calculation (the ωB97M-V functional and the def2-TZVPD basis) on CH3P in the gas phase.

Structure (XYZ):
```
5
Properties=species:S:1:pos:R:3:mulliken_charge:R:1
C -0.172 0.474 -0.073 -0.54
P 1.614 0.132 0.076 0.06
H -0.458 1.562 0.005 0.22
H -0.857 -0.190 0.283 0.27
H 1.321 -1.179 0.105 0.00
```

Summary:
**Structure (SMILES)**: C=P
**Energy**: -10372.072 eV
**Orbital gap**: 8.98 eV
**LUMO**: -0.4 eV
**Energy relative to the best compared isomer or geometry (same formula, charge and spin)**: 13.3 kcal/mol
**F_max**: 6.67 eV/A

---

ORCA calculation (the ωB97M-V functional and the def2-TZVPD basis) on 2 unconnected molecules or ions with the total composition CH3PS.

Structure (XYZ):
```
6
Properties=species:S:1:pos:R:3:mulliken_charge:R:1
C -0.683 0.770 0.235 -0.27
P 1.067 -0.542 -0.984 -0.02
S -1.511 0.172 1.420 -0.14
H -0.512 1.739 -0.122 0.32
H 0.024 -1.355 -0.891 0.04
H 1.614 -0.784 0.342 0.06
```

Summary:
**Energy**: -21206.250 eV
**Orbital gap**: 7.57 eV
**LUMO**: -0.6 eV
**Energy relative to the best compared isomer or geometry (same formula, charge and spin)**: 62.1 kcal/mol
**F_max**: 3.37 eV/A

---

ORCA calculation (the ωB97M-V functional and the def2-TZVPD basis) on CH4 in the gas phase.

Structure (XYZ):
```
5
Properties=species:S:1:pos:R:3:mulliken_charge:R:1
C 0.023 -0.060 -0.010 -1.16
H -0.858 -0.377 -0.490 0.28
H 0.958 -0.224 -0.208 0.32
H -0.241 -0.054 1.006 0.27
H 0.005 1.015 -0.246 0.29
```

Summary:
**Structure (SMILES)**: C
**Energy**: -1101.078 eV
**Orbital gap**: 13.88 eV
**LUMO**: 1.3 eV
**Energy relative to the best compared isomer or geometry (same formula, charge and spin)**: 17.0 kcal/mol
**F_max**: 6.23 eV/A

---

ORCA calculation (the ωB97M-V functional and the def2-TZVPD basis) on 19 unconnected molecules or ions with the total composition CH41NO19.

Structure (XYZ):
```
62
Properties=species:S:1:pos:R:3:mulliken_charge:R:1
N 0.477 0.006 -0.670 0.96
C 0.578 1.238 -1.421 -0.42
O -0.725 1.787 -1.732 -0.69
H -0.128 0.138 0.119 -0.42
H 0.087 -0.738 -1.272 -0.02
H 1.025 1.945 -0.697 0.46
H 1.218 1.355 -2.285 -0.09
H -1.000 1.312 -2.533 0.38
H -0.546 0.268 -4.557 0.28
H -1.273 -0.864 -3.802 0.28
O -0.525 -0.249 -3.746 -0.53
H 1.438 -1.999 2.357 0.37
H 2.222 -3.092 2.930 0.24
O 1.348 -2.694 3.011 -0.66
H 2.009 -2.082 -2.748 0.30
H 1.277 -2.199 -1.473 0.13
O 2.202 -2.256 -1.822 -0.58
H -4.721 -2.606 -0.456 0.27
H -4.054 -1.478 0.419 0.33
O -3.900 -2.126 -0.282 -0.63
H -1.501 2.546 1.732 0.28
H -2.679 2.429 2.806 0.26
O -2.027 1.950 2.279 -0.57
H -0.824 3.261 -1.125 0.40
H 0.068 4.632 -1.013 0.31
O -0.698 4.157 -0.683 -0.77
H -0.766 -1.287 1.159 0.22
H -2.053 -2.040 1.513 0.21
O -1.218 -2.133 1.042 -0.22
H 3.041 0.694 0.803 0.34
H 3.045 2.215 1.239 0.28
O 3.020 1.623 0.481 -0.67
H -2.142 -0.579 -1.965 0.25
H -3.207 -1.637 -1.794 0.42
O -2.712 -1.148 -2.494 -0.67
H -0.533 -4.224 1.911 0.34
H -0.687 -4.005 3.324 0.31
O -1.009 -4.630 2.646 -0.66
H -3.014 0.466 1.826 0.36
H -3.283 -0.496 2.954 0.26
O -3.244 -0.473 1.987 -0.65
H 4.159 2.420 -2.532 0.32
H 3.407 1.582 -1.602 0.29
O 3.829 1.501 -2.474 -0.63
H -0.745 1.513 3.666 0.33
H -0.163 2.829 3.269 0.44
O -0.308 2.268 4.065 -0.72
H 0.988 0.459 3.319 0.25
H 1.082 0.809 1.857 0.13
O 0.921 0.055 2.437 -0.35
H 1.936 -1.086 0.267 0.56
H 3.372 -1.594 0.786 0.19
O 2.588 -1.072 1.015 -0.70
H -0.127 4.072 0.983 0.38
H 0.203 4.795 2.328 0.26
O 0.078 3.925 1.936 -0.63
H -1.104 -3.061 -1.702 0.29
H -0.425 -3.159 -0.278 0.30
O -0.273 -3.204 -1.237 -0.66
H 2.108 0.626 -4.249 0.30
H 2.159 -0.760 -4.855 0.29
O 1.732 0.094 -4.968 -0.64
```

Summary:
**Energy**: -42096.291 eV
**Orbital gap**: 10.17 eV
**LUMO**: -0.2 eV
**Energy relative to the best compared isomer or geometry (same formula, charge and spin)**: 37.7 kcal/mol
**F_max**: 2.79 eV/A

---

ORCA calculation (the ωB97M-V functional and the def2-TZVPD basis) on CH4BBr in the gas phase.

Structure (XYZ):
```
7
Properties=species:S:1:pos:R:3:mulliken_charge:R:1
B 0.644 0.604 0.034 0.07
C -0.522 -0.464 0.295 -0.42
Br -0.373 0.464 2.003 -0.05
H 0.148 1.543 -0.391 -0.07
H 1.831 0.254 0.270 -0.07
H -0.472 -1.522 0.602 0.33
H -1.517 0.093 -0.330 0.22
```

Summary:
**Energy**: -71818.789 eV
**Orbital gap**: 11.09 eV
**LUMO**: 0.6 eV
**Energy relative to the best compared isomer or geometry (same formula, charge and spin)**: 58.5 kcal/mol
**F_max**: 4.32 eV/A

---

ORCA calculation (the ωB97M-V functional and the def2-TZVPD basis) on 2 unconnected molecules or ions with the total composition CH4BBrO2.

Structure (XYZ):
```
9
Properties=species:S:1:pos:R:3:mulliken_charge:R:1
B -0.021 0.055 0.534 0.62
C -0.706 1.472 0.254 -0.72
O 1.255 -0.158 0.052 -0.54
O -0.817 -0.941 1.147 -0.51
Br 0.821 -1.557 -2.848 0.00
H -0.287 1.915 -0.647 0.26
H -1.521 1.921 0.684 0.36
H 1.513 -0.991 -0.241 0.25
H -0.237 -1.716 1.066 0.28
```

Summary:
**Energy**: -75915.258 eV
**Orbital gap (spin up / spin down)**: 11.25 / 5.04 eV
**LUMO (spin up / spin down)**: -0.5 / -4.0 eV
**Energy relative to the best compared isomer or geometry (same formula, charge and spin)**: 66.5 kcal/mol
**F_max**: 4.03 eV/A

---

ORCA calculation (the ωB97M-V functional and the def2-TZVPD basis) on CH4BNO2S2 in the gas phase.

Structure (XYZ):
```
11
Properties=species:S:1:pos:R:3:mulliken_charge:R:1
B -0.742 -1.161 -0.342 0.49
C 1.254 0.556 2.022 0.34
N 1.165 1.559 1.173 -0.38
O -1.426 -2.299 -0.054 -0.46
O -0.466 -0.523 -1.406 -0.35
S 0.335 -0.950 1.381 -0.34
S 2.149 0.644 3.434 -0.33
H 0.704 1.515 0.260 0.18
H 1.443 2.504 1.489 0.22
H -1.235 -2.633 0.800 0.29
H -1.036 -0.303 -2.100 0.33
```

Summary:
**Structure (SMILES)**: NC(=S)SB(O)O
**Energy**: -29035.950 eV
**Orbital gap**: 8.34 eV
**LUMO**: -0.1 eV
**Energy relative to the best compared isomer or geometry (same formula, charge and spin)**: 35.0 kcal/mol
**F_max**: 5.61 eV/A

---

ORCA calculation (the ωB97M-V functional and the def2-TZVPD basis) on a molecular structure, CH4BNO4.

Structure (XYZ):
```
11
Properties=species:S:1:pos:R:3:mulliken_charge:R:1
B 0.768 1.097 0.321 0.65
C -0.917 -1.950 -0.630 0.24
N -0.848 -0.933 0.316 -0.11
O -0.125 -2.598 -1.237 -0.48
O -0.336 1.733 -0.222 -0.50
O 2.020 1.663 0.376 -0.47
O 0.647 -0.179 0.887 -0.48
H -2.024 -2.078 -0.523 0.25
H -1.697 -0.420 0.727 0.27
H -0.207 2.599 -0.631 0.31
H 2.720 1.066 0.615 0.30
```

Summary:
**Energy**: -11459.094 eV
**Orbital gap**: 10.30 eV
**LUMO**: -0.4 eV
**Energy relative to the best compared isomer or geometry (same formula, charge and spin)**: 82.9 kcal/mol
**F_max**: 4.42 eV/A

---

ORCA calculation (the ωB97M-V functional and the def2-TZVPD basis) on CH4BrClSi in the gas phase.

Structure (XYZ):
```
8
Properties=species:S:1:pos:R:3:mulliken_charge:R:1
C 0.940 -0.282 0.499 -0.85
Si -0.527 0.054 -0.612 0.58
Cl -1.020 2.474 -0.082 -0.37
Br -2.471 -0.697 0.153 -0.19
H 1.408 -1.221 0.291 0.34
H 1.591 0.510 0.176 0.28
H 0.667 -0.262 1.585 0.27
H -0.589 -0.576 -2.010 -0.05
```

Summary:
**Structure (SMILES)**: C[Si@H](Cl)Br
**Energy**: -91545.884 eV
**Orbital gap**: 9.88 eV
**LUMO**: -0.5 eV
**Energy relative to the best compared isomer or geometry (same formula, charge and spin)**: 0.5 kcal/mol
**F_max**: 3.12 eV/A

---

ORCA calculation (the ωB97M-V functional and the def2-TZVPD basis) on a gas-phase ion, CH4BrN2O (charge +1).

Structure (XYZ):
```
9
Properties=species:S:1:pos:R:3:mulliken_charge:R:1
C 0.248 0.493 -0.114 0.48
N -0.354 1.624 0.005 -0.22
N -0.627 -1.051 -0.114 -0.21
O 0.281 -2.059 0.060 -0.33
Br 2.134 0.246 -0.036 0.07
H -1.347 1.496 0.117 0.28
H 0.072 2.505 0.109 0.25
H -1.243 -1.081 0.695 0.31
H 0.837 -2.173 -0.722 0.37
```

Summary:
**Structure (SMILES)**: N/C(Br)=[NH+]/O
**Energy**: -76161.341 eV
**Orbital gap**: 9.33 eV
**LUMO**: -5.5 eV
**Energy relative to the best compared isomer or geometry (same formula, charge and spin)**: 35.7 kcal/mol
**F_max**: 4.20 eV/A
**Total charge**: +1